The following is a quantum chemistry calculation of a structure of composition C35H39BaCl4NO2P at a distorted geometry, from the OMol25 dataset.

* strongest force on any atom: 4.28 eV/Å
* total charge: -1
* Kohn-Sham gap: 5.7 eV

Each line ends with the Mulliken charge.
Cartesian coordinates (Å):
Ba 0.322 0.605 -3.145  1.837
N 0.182 2.187 -0.376  0.511
C 1.259 3.067 -0.150  0.206
C 0.968 4.420 0.042  -0.559
C 1.972 5.352 0.246  -0.633
C 3.297 4.940 0.268  -0.840
C 3.585 3.593 0.077  -0.449
C 2.598 2.629 -0.136  0.294
C 3.014 1.202 -0.373  0.688
C 3.975 0.651 0.489  -0.686
C 4.533 -0.598 0.227  -0.828
C 4.127 -1.296 -0.904  -0.242
C 3.131 -0.751 -1.717  -0.590
C 2.517 0.498 -1.495  -0.376
H -0.712 2.574 -0.117  -0.016
H 0.332 1.241 -0.034  -0.513
H -0.072 4.733 0.027  0.328
H 1.716 6.396 0.387  0.404
H 4.097 5.655 0.420  0.368
H 4.619 3.268 0.063  0.421
H 4.289 1.203 1.373  0.457
H 5.277 -1.014 0.897  0.374
H 4.571 -2.262 -1.139  0.369
H 2.817 -1.351 -2.582  0.387
C 2.078 -1.749 2.824  -1.956
C 0.597 -1.599 3.200  1.856
C 0.159 -2.866 3.930  -1.739
C 0.467 -0.386 4.131  -1.961
P -0.261 -1.164 1.575  0.750
C -0.150 -2.781 0.699  0.262
C -0.940 -3.912 0.934  0.043
C -0.732 -5.093 0.229  -0.825
C 0.278 -5.169 -0.723  -0.845
C 1.066 -4.056 -0.973  -0.186
C 0.845 -2.873 -0.275  -0.330
C -2.103 -0.855 1.843  2.184
C -2.823 -1.559 2.995  -1.880
C -2.799 -1.192 0.515  -1.838
C -2.232 0.666 2.059  -1.868
H 2.674 -1.854 3.739  0.558
H 2.450 -0.883 2.270  0.291
H 2.250 -2.634 2.206  0.358
H 0.828 -3.023 4.787  0.520
H 0.237 -3.747 3.292  0.290
H -0.859 -2.803 4.317  0.266
H 1.115 -0.523 5.005  0.509
H -0.556 -0.254 4.495  0.318
H 0.773 0.537 3.627  0.310
H -1.729 -3.882 1.676  0.166
H -1.362 -5.955 0.423  0.427
H 0.433 -6.086 -1.283  0.338
H 1.848 -4.095 -1.723  0.539
H 1.464 -2.007 -0.482  -0.055
H -2.770 -2.647 2.932  0.222
H -3.885 -1.280 2.966  0.497
H -2.434 -1.254 3.968  0.345
H -2.943 -2.266 0.387  0.323
H -2.230 -0.839 -0.351  0.282
H -3.783 -0.706 0.490  0.536
H -1.703 1.002 2.953  0.270
H -3.289 0.936 2.168  0.581
H -1.830 1.220 1.208  0.241
Cl -1.887 -2.765 -5.575  -0.163
C -0.978 -3.253 -4.107  0.782
Cl 0.283 -4.423 -4.548  -0.148
Cl -2.090 -3.979 -2.948  -0.109
C -0.318 -1.924 -3.543  0.404
O 0.659 -1.483 -4.205  -0.879
O -0.880 -1.393 -2.557  -0.840
Cl -4.444 4.567 0.269  -0.312
C -3.508 4.070 -1.137  0.439
C -2.257 4.621 -1.373  -0.804
C -1.513 4.224 -2.474  -0.304
C -1.986 3.267 -3.420  1.295
C -1.174 2.789 -4.503  -2.161
C -3.276 2.738 -3.126  -0.671
C -4.014 3.125 -2.017  -0.532
H -1.868 5.367 -0.688  0.573
H -0.527 4.654 -2.624  0.243
H -0.387 3.472 -4.839  0.367
H -1.715 2.328 -5.335  0.369
H -3.692 1.993 -3.799  0.337
H -4.993 2.697 -1.832  0.405